Computed, not measured: C3H6N2O3 as an isolated structure, with ωB97M-V/def2-TZVPD.

CARTESIAN COORDINATES (ANGSTROEM)
1 O 2.668 0.069 -1.048
2 O 3.018 -0.620 0.936
3 O -1.236 0.613 0.268
4 N 0.182 -1.276 -0.251
5 N 2.486 0.103 0.134
6 C -2.362 -0.104 -0.248
7 C 1.384 0.986 0.507
8 C -0.121 -0.123 0.119
9 H 1.258 1.734 -0.339
10 H -1.990 -0.960 -0.900
11 H -3.069 -0.280 0.513
12 H -0.621 -1.914 -0.266
13 H 1.282 1.281 1.543
14 H -2.880 0.493 -0.970

Output
Spin multiplicity ... 1
HOMO-LUMO gap ... 0.4045 Eh
Energy above the lowest of the compared OMol25 structures with the same formula, charge and spin ... 624.18 kJ/mol
Charge ... 0

=====

Computed, not measured: one molecule with the formula C3H4N2O, with ωB97M-V/def2-TZVPD.

CARTESIAN COORDINATES (ANGSTROEM)
1 O 3.302 1.043 0.085
2 N -0.521 1.374 -0.104
3 N -0.037 0.046 0.113
4 C 2.235 -1.332 -0.055
5 C 2.599 0.066 0.054
6 C 1.272 -0.371 -0.024
7 H 2.545 -2.257 0.265
8 H -0.811 -0.724 0.139
9 H -1.468 1.296 -0.414
10 H -0.540 1.868 0.796

Output
Spin multiplicity ... 1
HOMO-LUMO gap ... 0.3433 Eh
Energy above the lowest of the compared OMol25 structures with the same formula, charge and spin ... 415.47 kJ/mol
SMILES string ... NNc1cc1=O
Charge ... 0

=====

Computed, not measured: one molecule with the formula CH6NOP, with ωB97M-V/def2-TZVPD.

CARTESIAN COORDINATES (ANGSTROEM)
1 P 0.605 0.230 -0.045
2 O 0.737 1.985 -0.041
3 N -0.014 -0.429 -1.427
4 C -0.545 -0.321 1.156
5 H -1.411 0.410 1.235
6 H -0.257 -0.087 2.141
7 H -0.677 -1.336 0.965
8 H 0.598 -0.311 -2.294
9 H 1.846 -0.124 0.055
10 H -0.881 -0.017 -1.745

Output
Spin multiplicity ... 3
HOMO-LUMO gap (spin up / spin down) ... 0.1713 / 0.3176 Eh
Energy above the lowest of the compared OMol25 structures with the same formula, charge and spin ... 266.14 kJ/mol
Charge ... 0

=====

Computed, not measured: C3H8NO3P as an isolated structure, with ωB97M-V/def2-TZVPD.

CARTESIAN COORDINATES (ANGSTROEM)
1 P 0.434 -1.692 -0.823
2 O -0.524 -2.109 0.350
3 O 0.845 0.400 -0.114
4 O 1.839 -2.240 -0.393
5 N 0.148 -1.950 -2.312
6 C 0.249 2.165 1.316
7 C -1.446 0.939 -0.054
8 C -0.180 1.109 0.321
9 H 0.250 3.147 0.846
10 H -1.710 0.169 -0.758
11 H -0.421 2.186 2.173
12 H -2.222 1.568 0.336
13 H -0.200 -1.822 1.206
14 H 2.452 -2.080 -1.110
15 H -0.773 -1.733 -2.639
16 H 1.261 1.945 1.655

Output
Spin multiplicity ... 1
HOMO-LUMO gap ... 0.2985 Eh
Energy above the lowest of the compared OMol25 structures with the same formula, charge and spin ... 167.24 kJ/mol
Charge ... 0

=====

Computed, not measured: a 7-piece molecular cluster, C25H47NO11S overall, with ωB97M-V/def2-TZVPD.

CARTESIAN COORDINATES (ANGSTROEM)
1 S 6.689 -5.455 0.652
2 O -6.210 2.885 -4.082
3 O 6.552 -4.453 -0.344
4 O 6.928 -2.244 4.803
5 O 7.441 -6.613 0.329
6 O 2.750 -4.217 1.191
7 O -3.240 8.269 -4.299
8 O -4.579 5.470 -0.222
9 O -2.723 1.636 -0.216
10 O 7.209 -4.853 2.039
11 O -1.885 -1.859 2.013
12 O 5.180 -5.867 1.095
13 N 0.156 -5.640 1.676
14 C 2.606 -5.371 1.997
15 C 1.221 -5.295 2.628
16 C -5.315 2.206 -6.175
17 C -3.265 1.284 2.068
18 C -6.479 6.607 -1.088
19 C 5.566 -8.313 3.339
20 C -2.111 7.865 -4.142
21 C -1.914 -2.088 0.827
22 C -0.683 -1.963 -0.034
23 C -1.646 7.320 -2.815
24 C -5.250 5.737 -1.195
25 C 5.400 -7.172 3.033
26 C -1.103 7.882 -5.266
27 C 3.676 -5.457 3.087
28 C 8.463 -0.429 4.856
29 C -3.189 -2.505 0.136
30 C 8.883 -2.583 3.504
31 C 6.059 -4.770 2.921
32 C -6.381 2.270 -5.108
33 C -2.607 3.589 1.137
34 C 7.988 -1.794 4.426
35 C -7.667 1.530 -5.383
36 C -2.852 2.125 0.885
37 C -4.902 5.220 -2.563
38 C 5.072 -5.824 2.523
39 H -6.619 6.913 -0.054
40 H 2.673 -6.285 1.400
41 H -0.453 -2.923 -0.499
42 H -4.447 2.776 -5.853
43 H -3.513 4.062 1.512
44 H 0.159 -1.660 0.583
45 H 8.399 -3.531 3.290
46 H -4.202 1.658 2.486
47 H -0.761 6.867 -5.476
48 H -3.404 0.256 1.746
49 H -4.004 4.608 -2.499
50 H -1.331 6.281 -2.930
51 H -3.060 -3.486 -0.323
52 H -4.718 6.060 -3.238
53 H -0.245 8.496 -4.990
54 H 9.037 -2.039 2.571
55 H 3.379 -6.236 3.779
56 H -5.694 2.627 -7.107
57 H 0.557 -5.601 0.750
58 H -0.231 -6.551 1.859
59 H -2.323 4.075 0.209
60 H 3.765 -4.536 3.661
61 H -8.344 1.655 -4.542
62 H -0.844 -1.212 -0.810
63 H -7.358 6.053 -1.420
64 H 9.411 -0.515 5.388
65 H -3.996 -2.554 0.862
66 H 1.076 -4.287 3.009
67 H -3.446 -1.777 -0.636
68 H -0.811 7.912 -2.437
69 H -5.714 4.607 -2.953
70 H -1.804 3.710 1.868
71 H -2.465 7.366 -2.102
72 H -7.464 0.467 -5.523
73 H 7.725 0.023 5.513
74 H -5.019 1.171 -6.346
75 H -2.492 1.310 2.836
76 H 9.848 -2.763 3.980
77 H 5.633 -9.358 3.534
78 H -1.563 8.295 -6.160
79 H -6.360 7.494 -1.712
80 H 6.283 -4.641 3.971
81 H 1.218 -6.009 3.448
82 H 3.621 -4.223 0.780
83 H 8.602 0.209 3.982
84 H -8.140 1.924 -6.284
85 H 5.597 -3.816 2.646

Output
Spin multiplicity ... 1
HOMO-LUMO gap ... 0.3545 Eh
SMILES string ... C#C[C@@]1(C[C@H](O)CN)COS(=O)(=O)O1.CC(C)=O.CC(C)=O.CC(C)=O.CC(C)=O.CC(C)=O.CC(C)=O
Charge ... 0

=====

Computed, not measured: C42H33CrN2O8P2Se as an isolated structure, with ωB97M-V/def2-TZVPD.

CARTESIAN COORDINATES (ANGSTROEM)
1 Se 1.532 -3.932 -0.389
2 Cr 0.146 -1.085 -0.772
3 P 1.226 -0.624 1.600
4 P -1.599 0.575 -1.394
5 O -0.916 1.166 1.254
6 O -2.638 1.299 2.680
7 O -0.838 -1.830 -2.340
8 O 1.718 -2.241 -0.340
9 O 2.981 -4.603 -0.180
10 O -2.309 -3.351 -3.094
11 O 0.879 -4.283 -1.809
12 O 0.519 -4.346 0.823
13 N -2.171 -2.971 -0.879
14 N -1.375 -2.481 0.181
15 C 1.707 0.140 4.276
16 C 2.725 1.738 1.544
17 C -4.850 -0.904 -3.488
18 C -1.462 2.020 -3.832
19 C -2.825 4.920 -0.272
20 C 3.808 -0.145 0.531
21 C -0.441 0.865 3.500
22 C 1.242 1.426 -4.217
23 C 3.813 2.536 1.224
24 C 0.786 0.236 3.228
25 C 0.186 1.201 5.803
26 C 3.455 -3.717 3.361
27 C -3.589 -0.389 -3.221
28 C 2.493 -4.276 4.182
29 C 3.154 -2.630 2.551
30 C -3.427 2.767 -1.163
31 C -3.227 -0.086 -1.916
32 C -5.749 -1.126 -2.458
33 C -0.737 1.321 4.782
34 C -0.820 1.201 -2.934
35 C -1.451 1.104 2.394
36 C 1.881 -2.082 2.554
37 C 0.553 0.871 -3.099
38 C -4.130 -0.329 -0.878
39 C 0.916 -2.666 3.381
40 C 4.908 1.996 0.565
41 C -1.242 3.110 -0.249
42 C 4.895 0.655 0.212
43 C -3.749 4.089 -0.883
44 C 2.715 0.379 1.221
45 C -1.736 -2.746 -2.198
46 C 3.226 0.253 -3.547
47 C -0.779 2.536 -4.945
48 C 2.519 -0.315 -2.470
49 C 1.208 -0.011 -2.179
50 C 1.419 0.621 5.539
51 C 0.545 2.249 -5.128
52 C 2.610 1.122 -4.402
53 C -5.386 -0.843 -1.147
54 C 1.211 -3.744 4.191
55 C -2.168 2.258 -0.851
56 C -1.572 4.421 0.053
57 H -6.734 -1.523 -2.673
58 H -2.541 -3.899 -0.748
59 H 2.153 0.525 6.332
60 H -2.504 2.276 -3.688
61 H 1.871 2.172 2.046
62 H 5.757 2.622 0.316
63 H -0.260 2.725 -0.011
64 H -0.045 1.566 6.797
65 H 3.790 -1.178 0.218
66 H -4.169 2.139 -1.635
67 H 2.735 -5.133 4.800
68 H 2.667 -0.329 4.095
69 H -2.882 -0.240 -4.025
70 H -3.079 5.951 -0.054
71 H 4.266 -0.015 -3.702
72 H 3.033 -1.051 -1.867
73 H -0.847 5.059 0.545
74 H -4.729 4.469 -1.151
75 H -1.700 1.786 4.947
76 H 5.727 0.230 -0.337
77 H -1.307 3.167 -5.652
78 H -0.089 -2.255 3.383
79 H -3.837 -0.077 0.138
80 H -0.744 -3.233 0.544
81 H 3.932 -2.226 1.923
82 H 0.444 -4.176 4.822
83 H 4.454 -4.135 3.333
84 H -6.083 -1.028 -0.338
85 H 3.805 3.587 1.487
86 H -1.975 -2.148 0.926
87 H 1.082 2.635 -5.989
88 H 3.141 1.568 -5.236
89 H -5.120 -1.153 -4.506

Output
Spin multiplicity ... 4
HOMO-LUMO gap (spin up / spin down) ... 0.2788 / 0.2831 Eh
Energy above the lowest of the compared OMol25 structures with the same formula, charge and spin ... 71.82 kJ/mol
Charge ... -2

=====

Computed, not measured: a 2-piece molecular cluster, C10H14OSi2 overall, with ωB97M-V/def2-TZVPD.

CARTESIAN COORDINATES (ANGSTROEM)
1 Si -0.846 0.360 0.372
2 Si -2.979 -2.083 0.966
3 O -2.029 -0.752 0.622
4 C -0.957 1.901 1.483
5 C 0.847 -0.423 0.256
6 C 2.283 -2.345 -0.375
7 C -0.780 1.127 -2.337
8 C 1.944 0.068 0.948
9 C 3.185 -0.534 0.890
10 C -0.918 3.076 0.850
11 C 1.083 -1.647 -0.383
12 C 3.357 -1.794 0.267
13 C -1.365 2.217 -2.779
14 H 4.337 -2.249 0.222
15 H -2.234 2.565 -2.385
16 H 4.100 -0.073 1.262
17 H -1.072 2.601 -3.793
18 H -3.037 -2.106 2.434
19 H 1.699 0.953 1.687
20 H -2.201 -3.263 0.606
21 H -0.474 3.163 -0.156
22 H -1.239 4.020 1.265
23 H -1.516 1.941 2.360
24 H 2.491 -3.370 -0.722
25 H 0.278 -2.023 -1.042
26 H 0.183 0.787 -2.716
27 H -4.141 -2.117 0.198

Output
Spin multiplicity ... 1
HOMO-LUMO gap ... 0.3022 Eh
Energy above the lowest of the compared OMol25 structures with the same formula, charge and spin ... 216.82 kJ/mol
Charge ... 0

=====

Computed, not measured: a 2-piece molecular cluster, S2 overall, with ωB97M-V/def2-TZVPD.

CARTESIAN COORDINATES (ANGSTROEM)
1 S -0.273 1.816 0.476
2 S 0.273 -1.816 -0.476

Output
Spin multiplicity ... 2
HOMO-LUMO gap (spin up / spin down) ... 0.1406 / 0.1218 Eh
Energy above the lowest of the compared OMol25 structures with the same formula, charge and spin ... 986.57 kJ/mol
Charge ... +1